{"formula": "C12H19NSi", "method": "ωB97M-V/def2-TZVPD", "total_charge": 0, "smiles": "C=C[Si@@](NC)(c1ccccc1)C(C)C", "de_lowest_kj_mol": 307.0, "total_energy_ha": -812.8225, "homo_lumo_gap_ev": 9.061, "fmax_ha_per_bohr": 0.11187, "species": ["Si", "N", "C", "C", "C", "C", "C", "C", "C", "C", "C", "C", "C", "C", "H", "H", "H", "H", "H", "H", "H", "H", "H", "H", "H", "H", "H", "H", "H", "H", "H", "H", "H"], "xyz": [[0.8026, 0.2021, 0.2281], [1.6587, -0.1206, 1.6592], [1.8602, -2.4216, -0.6428], [-1.9361, 0.4664, -0.7942], [-3.1851, -0.6085, 1.3650], [-1.1485, 0.0530, 0.2552], [-3.3385, 0.5058, -0.5910], [2.6624, 0.9700, 2.1458], [1.4357, -1.1902, -1.3424], [0.3548, 2.9792, -0.1477], [1.1898, 1.9950, -0.3162], [0.2453, -1.3171, -2.3507], [-3.9763, -0.0584, 0.4255], [-1.7585, -0.4632, 1.3230], [-3.6983, -0.9528, 2.2218], [2.3193, -0.7320, -1.7719], [2.1910, 1.8753, 1.8035], [1.9211, -3.2361, -1.2836], [-3.9016, 0.8586, -1.4766], [3.6638, 0.8238, 1.5407], [-1.0064, -0.7050, 2.0697], [0.5732, -1.7450, -3.3414], [-5.0715, -0.0714, 0.5133], [-0.3387, -0.3608, -2.5774], [2.8724, 0.9153, 3.2230], [2.2502, 2.2725, -0.4832], [2.8308, -2.2183, -0.1743], [0.5380, 4.0406, -0.2077], [-1.5177, 0.9727, -1.6747], [-0.6688, 2.7749, 0.1035], [-0.6194, -2.0049, -2.0122], [1.0843, -2.5542, 0.1564], [1.7121, -0.9452, 2.1542]]}

{"formula": "C3H7NOS", "method": "ωB97M-V/def2-TZVPD", "total_charge": 0, "smiles": "N[C@@H]1[C@H](O)[C@H]1S", "de_lowest_kj_mol": 223.4, "total_energy_ha": -646.6269, "homo_lumo_gap_ev": 9.483, "fmax_ha_per_bohr": 0.05517, "species": ["S", "O", "N", "C", "C", "C", "H", "H", "H", "H", "H", "H", "H"], "xyz": [[-2.0762, -0.0103, -0.0206], [1.5759, -1.4322, -0.1616], [1.7512, 1.3544, -0.2297], [-0.4004, -0.0478, -0.3883], [0.5738, -0.7542, 0.4953], [0.5969, 0.7238, 0.4364], [-2.2566, 1.2946, -0.1821], [1.8561, 2.3741, -0.2776], [0.3160, -1.1667, 1.4364], [1.2099, -2.0939, -0.7209], [2.6413, 0.8293, -0.0076], [0.1699, 1.3598, 1.2104], [-0.2054, 0.0137, -1.4881]]}

{"formula": "C35H35F5O2S", "method": "ωB97M-V/def2-TZVPD", "total_charge": 0, "smiles": "CCSCCOC=O.Fc1ccccc1.Fc1ccccc1.Fc1ccccc1.Fc1ccccc1.Fc1ccccc1", "total_energy_ha": -2402.5449, "homo_lumo_gap_ev": 9.392, "fmax_ha_per_bohr": 0.16742, "species": ["S", "F", "F", "F", "F", "F", "O", "O", "C", "C", "C", "C", "C", "C", "C", "C", "C", "C", "C", "C", "C", "C", "C", "C", "C", "C", "C", "C", "C", "C", "C", "C", "C", "C", "C", "C", "C", "C", "C", "C", "C", "C", "C", "H", "H", "H", "H", "H", "H", "H", "H", "H", "H", "H", "H", "H", "H", "H", "H", "H", "H", "H", "H", "H", "H", "H", "H", "H", "H", "H", "H", "H", "H", "H", "H", "H", "H", "H"], "xyz": [[3.4402, 2.4072, -1.5239], [-0.5510, -2.3981, -1.4647], [4.8035, 3.4195, -5.9622], [2.3001, 6.0424, -3.6011], [-4.1835, -3.7022, 3.7265], [-1.1138, -4.9360, 5.6887], [2.5089, -0.5785, -0.2593], [4.8700, -1.3398, -0.6454], [-1.2961, -5.9054, 7.8308], [-3.4695, -6.0350, 8.8779], [2.1704, 7.1618, -5.6727], [0.8332, 1.4412, -2.5626], [5.6941, 5.6015, -6.0444], [2.9041, 0.4864, 0.6739], [-0.2829, 5.9105, -6.1432], [-0.7448, -3.9990, 2.3206], [-0.6142, -2.9196, -0.2323], [-8.0522, -5.0807, 3.4790], [-1.8806, -5.2937, 6.7272], [0.4934, -2.8353, 0.6040], [-1.8509, -4.0845, 1.4714], [3.6339, -1.0672, -1.0696], [5.2018, 5.8562, -3.3060], [0.2506, 6.7857, -7.0905], [1.6330, 6.2843, -4.7374], [2.3509, 1.9126, -2.9653], [-2.0934, -6.2733, 8.9145], [2.6570, 2.0155, 0.1317], [-3.2484, -5.0472, 6.6849], [-5.4433, -4.1508, 3.6460], [-5.8696, -4.7891, 2.4866], [-7.1792, -5.2614, 2.4051], [6.0185, 6.7879, -5.3864], [1.4786, 7.4100, -6.8582], [5.7743, 6.9123, -4.0164], [-6.3040, -3.9704, 4.7231], [5.1194, 4.5569, -5.3289], [4.8673, 4.6743, -3.9665], [0.4256, -3.3729, 1.8891], [0.4144, 5.6539, -4.9630], [-4.0476, -5.4251, 7.7635], [-7.6172, -4.4328, 4.6377], [-1.7864, -3.5369, 0.1902], [3.1763, 2.7400, 0.9253], [-7.5189, -5.7697, 1.5059], [1.8940, 8.0884, -7.5994], [5.8841, 5.4837, -7.1062], [0.7432, 0.8691, -1.5437], [2.9525, 1.1108, -3.5936], [1.2837, -3.3039, 2.5532], [0.0186, 4.9695, -4.2199], [-1.6449, -6.7451, 9.7853], [-0.7971, -4.4223, 3.3214], [6.0316, 7.8361, -3.5027], [-0.2907, 6.9831, -8.0133], [4.0017, 0.4198, 1.0736], [4.4133, 3.8467, -3.4315], [-0.2268, -6.0900, 7.8379], [-2.6382, -3.5865, -0.4803], [-9.0753, -5.4451, 3.4145], [3.1214, 7.6439, -5.4714], [3.3954, -1.2985, -2.2156], [1.5038, 2.3197, 0.1646], [-4.0917, -6.3262, 9.7215], [0.4936, 0.6623, -3.4011], [-8.3002, -4.2897, 5.4714], [6.4611, 7.6134, -5.9383], [1.3983, -2.3531, 0.2492], [-2.7601, -4.5761, 1.8084], [-5.1194, -5.2444, 7.7356], [-5.9460, -3.4723, 5.6182], [5.0164, 5.9538, -2.2390], [-1.2408, 5.4289, -6.3243], [2.2628, 2.8652, -3.6706], [0.0406, 2.3191, -2.6113], [-5.1803, -4.9131, 1.6579], [-3.6798, -4.5639, 5.8145], [2.2030, 0.3613, 1.6319]]}

{"formula": "C4H4N2", "method": "ωB97M-V/def2-TZVPD", "total_charge": 0, "smiles": "c1ccnnc1", "de_lowest_kj_mol": 123.5, "total_energy_ha": -264.2794, "homo_lumo_gap_ev": 9.765, "fmax_ha_per_bohr": 0.01230, "species": ["N", "N", "C", "C", "C", "C", "H", "H", "H", "H"], "xyz": [[-0.4688, 1.5421, 0.6071], [-0.3609, 1.5232, -0.7171], [0.1554, 0.4464, -1.2951], [0.4686, -0.7336, -0.6063], [-0.0384, -0.8251, 0.6660], [-0.3744, 0.3960, 1.2683], [-0.4874, 0.4665, 2.3467], [0.2303, 0.4826, -2.3785], [-0.1809, -1.7749, 1.1787], [1.0565, -1.5234, -1.0698]]}

{"formula": "C21H36BrF7N4O2P", "method": "ωB97M-V/def2-TZVPD", "total_charge": 1, "total_energy_ha": -4805.2643, "homo_lumo_gap_ev": 7.178, "fmax_ha_per_bohr": 0.10271, "species": ["Br", "P", "F", "F", "F", "F", "F", "F", "F", "O", "O", "N", "N", "N", "N", "C", "C", "C", "C", "C", "C", "C", "C", "C", "C", "C", "C", "C", "C", "C", "C", "C", "C", "C", "C", "C", "H", "H", "H", "H", "H", "H", "H", "H", "H", "H", "H", "H", "H", "H", "H", "H", "H", "H", "H", "H", "H", "H", "H", "H", "H", "H", "H", "H", "H", "H", "H", "H", "H", "H", "H", "H"], "xyz": [[2.3153, 4.7583, -2.7608], [3.2862, 1.4452, -0.5347], [-4.5822, 2.7067, -1.8831], [-4.7881, 0.5201, -2.2863], [-2.5270, 1.1228, -3.2897], [-2.5314, -0.7237, -1.0400], [-4.3857, 1.2495, -0.1937], [-2.0837, 2.7721, -1.8690], [-0.7298, -0.0979, -2.2322], [1.6145, -1.1966, -1.0361], [4.0512, 0.5263, -1.4865], [-1.7558, 1.2199, 1.1251], [-0.3272, -2.7386, 2.1270], [3.0619, -6.1513, -2.3491], [1.5997, 0.9154, -0.2204], [-2.0455, 2.6505, 1.2451], [1.3092, -3.7057, -0.4209], [0.7121, 3.0946, -0.8137], [2.7100, -0.9771, 1.0587], [-1.6113, 0.3542, -1.2040], [0.4618, 1.6149, -0.3521], [-0.9006, -1.7323, 1.2238], [1.2135, 2.0859, -3.2911], [2.1142, -6.8232, -2.4932], [-2.8496, 2.8315, 2.6559], [-1.8970, 3.0929, 3.9033], [-0.8131, 0.7597, 0.0999], [0.9237, 3.3508, -2.3766], [0.2616, -0.0038, 2.4988], [-2.5220, 1.4558, -1.9015], [0.0042, -0.3969, 0.9420], [1.0166, -2.4421, -1.3490], [0.9048, -7.6825, -2.6766], [-4.0765, 1.4363, -1.5267], [1.3943, -0.5553, 0.2012], [0.9125, 1.4068, 2.7934], [0.7419, 1.6292, 3.9071], [4.0230, 1.4612, 0.7111], [-2.5345, 0.5891, 1.3099], [2.5277, -1.9090, 1.6915], [-0.2161, 3.7011, -0.5178], [-1.4260, 2.1053, 4.1941], [3.3735, 2.7705, -1.0549], [0.2211, 1.7790, -3.7803], [3.5784, -1.2627, 0.3672], [-3.4813, 3.7820, 2.5279], [3.0264, -0.1751, 1.8007], [-2.8004, 3.0761, 0.4877], [2.1100, -3.5777, 0.3638], [0.6863, -2.8369, 2.0850], [0.4871, 2.2975, 2.2392], [0.2984, -7.2982, -3.4976], [-1.1710, 3.9520, 3.7828], [2.0496, 1.4647, 2.6646], [-0.1194, -2.4011, -1.5250], [-2.5830, 3.3775, 4.7799], [-0.6215, -2.6499, 3.1020], [1.6583, -4.5878, -1.0855], [1.5653, 3.6343, -0.2682], [1.9101, 2.3297, -4.1587], [-1.1649, 3.3549, 1.3288], [-1.1931, -2.2765, 0.2750], [0.3016, -4.0535, -0.0009], [-3.5441, 1.9423, 2.7617], [-0.0378, 3.8248, -2.7783], [0.9543, -0.7503, 3.0244], [1.2083, -8.7046, -2.9057], [0.3091, -7.6836, -1.7630], [1.4160, -2.7367, -2.3868], [1.6105, 1.1620, -2.7751], [-1.8924, -1.4100, 1.7061], [-0.7123, -0.0632, 3.1000]]}

{"formula": "C25H54N2O5P", "method": "ωB97M-V/def2-TZVPD", "total_charge": -1, "total_energy_ha": -1811.7262, "multiplicity": 3, "homo_lumo_gap_ev": [6.083, 5.588], "fmax_ha_per_bohr": 0.07526, "species": ["P", "O", "O", "O", "O", "O", "N", "N", "C", "C", "C", "C", "C", "C", "C", "C", "C", "C", "C", "C", "C", "C", "C", "C", "C", "C", "C", "C", "C", "C", "C", "C", "C", "H", "H", "H", "H", "H", "H", "H", "H", "H", "H", "H", "H", "H", "H", "H", "H", "H", "H", "H", "H", "H", "H", "H", "H", "H", "H", "H", "H", "H", "H", "H", "H", "H", "H", "H", "H", "H", "H", "H", "H", "H", "H", "H", "H", "H", "H", "H", "H", "H", "H", "H", "H", "H", "H"], "xyz": [[0.5631, 0.4794, -2.3344], [2.0151, 3.5958, -2.6755], [2.6920, 0.0100, -4.0538], [-1.4555, -6.1019, -0.0150], [-0.7564, -2.5635, -2.4972], [0.8864, 3.7555, 2.9850], [2.0912, 4.2757, 2.7114], [-2.4186, -5.8365, 0.8790], [3.5664, 4.7755, 0.7697], [-3.2052, -3.9959, 2.3557], [-1.2270, -0.0774, -2.7569], [0.2640, 2.0398, -3.4990], [-4.5613, -4.3477, -0.4975], [2.3420, 5.3649, 3.6987], [1.9866, 4.9395, 5.1422], [3.8553, 5.6726, 3.7737], [-3.6514, -6.5503, 0.4359], [-4.6300, -6.7028, 1.6233], [-1.1116, -3.6903, 1.1644], [-4.3633, -5.8415, -0.7313], [1.5224, 3.5373, 0.3578], [2.1078, 4.6466, 1.2621], [-1.3834, -1.5438, -3.3379], [1.3432, 5.9515, 0.9740], [1.5689, 6.6559, 3.3712], [1.7134, 7.0913, 1.9170], [4.0339, -0.6596, -2.0145], [1.5124, 2.9675, -3.6199], [3.7274, -0.8400, -3.5737], [-2.5032, -4.3522, 1.0257], [1.3626, -0.5210, -3.7641], [-3.3629, -8.0096, 0.0143], [-3.2373, -3.6782, -0.1471], [-2.5998, -3.6891, -1.0376], [2.7319, 7.4387, 1.7178], [-5.2999, -4.1751, 0.2918], [1.8723, 1.0155, -2.0348], [-0.0450, 1.6897, -4.5412], [-4.9723, -3.8898, -1.4022], [0.4491, 3.3987, 0.5027], [0.0615, 1.2268, -1.1828], [2.0187, 2.5795, 0.5365], [4.1668, 3.9208, 1.0928], [-5.3832, -7.4672, 1.4124], [-0.5233, -3.7547, 0.2477], [0.7921, -0.4711, -4.7531], [2.2862, 5.7111, 5.8567], [-5.3370, -6.3084, -0.9143], [4.6835, -0.5070, -4.1006], [-0.6412, 2.5985, -3.0899], [-3.0607, -2.9403, 2.5998], [-1.7999, -0.0704, -1.7675], [-2.8429, -8.5533, 0.8082], [1.9046, 7.4686, 4.0246], [4.2173, 6.2916, 2.9552], [1.5211, 6.2677, -0.0584], [-1.1004, -1.6517, -4.4305], [-2.7636, -8.0732, -0.8960], [-5.1967, -5.7999, 1.8424], [0.7711, -0.6446, -1.4146], [-3.4196, -2.6237, 0.0812], [-4.2842, -4.1397, 2.3370], [3.1966, -1.0148, -1.3518], [3.6054, 4.8010, -0.3225], [-2.5040, -1.7874, -3.2971], [4.9978, -1.1894, -1.7104], [1.0585, 7.9477, 1.7278], [4.2256, 0.4444, -1.8224], [0.9144, 4.7912, 5.2845], [-0.5378, -4.1483, 1.9755], [2.5023, 4.0154, 5.4183], [-1.2117, -2.6265, 1.3896], [0.2645, 5.7737, 1.0558], [4.0636, 5.6886, 1.0957], [0.5033, 6.5144, 3.5861], [-4.2945, -8.5419, -0.1952], [-1.1062, -3.3907, -2.8793], [1.6611, 3.7901, -0.6983], [-2.7934, -4.5770, 3.1855], [1.5057, -1.6240, -3.5038], [-1.7625, 0.6709, -3.4166], [4.0951, 6.2331, 4.6821], [4.4445, 4.7525, 3.8004], [-3.7853, -5.9740, -1.6531], [3.5989, -1.9328, -3.8492], [-4.1051, -7.0125, 2.5306], [1.9696, 3.1017, -4.6590]]}